Here is a molecular structure, C25H41KN4O3S2 from the OMol25 dataset. Energies are from the ωB97M-V functional and the def2-TZVPD basis.

Values from the calculation:
Total charge: 0
Molar mass: 548.86 g mol⁻¹
Kohn-Sham gap: 5.4 eV
LUMO: 0.18 eV
ΔE to the lowest compared entry with this formula, charge and spin: 0.0 kJ/mol

CARTESIAN COORDINATES (ANGSTROEM)
K -0.87606 -0.07943 -0.09455
C -1.16795 -1.96499 -3.12681
C -1.84035 -3.03281 -2.26011
N -1.85227 -2.70479 -0.85036
C -3.11127 -2.85181 -0.14342
C -4.16561 -1.85393 -0.63886
N -3.65034 -0.50217 -0.74123
C -3.86422 0.20911 -1.98147
C -3.10037 -0.41053 -3.15769
N -1.67367 -0.61372 -2.88866
H -0.10092 -1.95805 -2.88600
H -1.26633 -2.27915 -4.17882
H -2.87023 -3.17747 -2.59353
H -1.33271 -3.98418 -2.46591
H -1.06702 -3.09407 -0.35139
H -3.53826 -3.86639 -0.21592
H -2.91966 -2.64338 0.90965
H -4.53455 -2.16334 -1.62117
H -5.02759 -1.91855 0.03487
H -3.83698 0.05006 0.08267
H -4.92635 0.26797 -2.27937
H -3.50645 1.22914 -1.83418
H -3.55707 -1.36596 -3.42741
H -3.24617 0.23840 -4.02792
H -1.12710 0.04309 -3.42822
N -1.23517 -0.60314 3.88209
C -1.84610 0.02709 2.85176
O -2.64987 -0.53080 2.09869
C -1.41199 1.47033 2.66726
C 0.10938 1.59010 2.58188
H -1.30958 -1.60666 3.91458
H -0.33101 -0.17597 4.08250
H -1.77896 2.01737 3.54322
H -1.99883 1.82658 1.80479
H 0.47679 2.50671 3.05559
H 0.45530 1.60838 1.53578
O 1.05759 -2.13521 -0.25018
S 2.33108 -2.85543 -0.55717
C 3.15964 -3.17050 1.03389
C 3.62735 -1.97830 1.80847
C 4.99240 -1.77146 1.99622
C 5.44476 -0.66358 2.69942
C 4.53324 0.24982 3.21286
C 3.17110 0.05368 3.02567
C 2.72180 -1.06013 2.33356
C 3.49830 -1.63851 -1.30534
C 3.05433 -0.21415 -1.17387
C 3.68460 0.64757 -0.28490
C 3.26155 1.96216 -0.15947
C 2.20135 2.42748 -0.92133
C 1.56680 1.57504 -1.81610
C 1.99398 0.26220 -1.94184
H 3.98551 -3.84405 0.79212
H 2.40286 -3.74522 1.57282
H 5.70525 -2.48572 1.59772
H 6.50742 -0.51631 2.84648
H 4.88743 1.11603 3.75793
H 2.41906 0.75607 3.37384
H 1.65515 -1.18082 2.18496
H 3.54935 -1.94112 -2.35173
H 4.47180 -1.80437 -0.84333
H 4.50002 0.28482 0.32894
H 3.75130 2.61587 0.55026
H 1.86251 3.44959 -0.81782
H 0.72745 1.93172 -2.40095
H 1.49713 -0.40555 -2.63741
C -1.32156 4.37259 0.90751
S -1.13121 3.87716 -0.79853
C -2.41316 4.92156 -1.49583
O -1.65665 2.47951 -0.90815
H -0.98571 5.40573 1.00597
H -0.68635 3.70442 1.49938
H -2.36518 4.26658 1.20156
H -2.16033 5.96951 -1.33821
H -3.35982 4.67088 -1.01801
H -2.46257 4.70741 -2.56167